[1]
{"formula": "C6H7N", "method": "ωB97M-V/def2-TZVPD", "species": ["N", "C", "C", "C", "C", "C", "C", "H", "H", "H", "H", "H", "H", "H"], "xyz": [[-3.0833, 0.9099, -0.4226], [-2.2376, 0.1872, -0.1281], [-0.9709, -1.8454, 0.5945], [0.4613, 0.6504, 0.2198], [-1.1674, -0.5958, 0.2576], [1.1171, -0.0271, -0.9489], [1.0993, 1.7478, 0.7690], [-0.0167, -2.2179, 0.9333], [0.6959, 2.3043, 1.5969], [-1.7797, -2.5626, 0.5457], [2.0590, 0.4594, -1.2017], [2.0337, 2.0572, 0.3434], [0.4665, 0.0077, -1.8227], [1.3228, -1.0752, -0.7361]], "forces_ev_per_a": [[-0.1, 0.0, -0.1], [-1.2, 0.3, -0.3], [-0.3, -0.3, 0.0], [0.2, -0.5, -0.4], [4.0, 3.0, 1.3], [0.1, 0.1, 0.0], [-3.1, -2.7, -0.2], [0.1, 0.1, 0.0], [0.0, 0.1, 0.2], [-0.1, 0.0, -0.1], [0.1, 0.0, 0.0], [0.3, 0.0, -0.2], [0.0, -0.1, -0.1], [0.0, -0.1, 0.0]], "charge": 0, "mol_weight_g_mol": 93.13, "homo_energy_ev": -9.8629, "lumo_ev": 0.329, "e_tot_ev": -7821.2776, "homo_lumo_gap_ev": 10.1916, "relative_energy_kj_mol": 421.6}

=====

[2]
{"formula": "C5H6O2", "method": "ωB97M-V/def2-TZVPD", "species": ["O", "O", "C", "C", "C", "C", "C", "H", "H", "H", "H", "H", "H"], "xyz": [[2.4523, 0.8985, -0.8488], [-3.5465, 0.3794, -0.5280], [-0.1963, 0.0176, 0.5961], [0.9663, -0.2808, 0.4827], [2.3626, -0.1448, 0.1008], [-1.6199, -0.1006, 0.8365], [-2.4680, -0.1480, -0.4261], [-2.0215, -0.7218, -1.2631], [1.8813, 1.6015, -0.5072], [2.7420, -1.0570, -0.3672], [-2.0395, 0.6142, 1.5509], [-1.5317, -1.1001, 1.2792], [2.9643, 0.0543, 0.9985]], "forces_ev_per_a": [[0.3, 0.4, 0.0], [0.6, -0.2, 0.1], [0.6, -0.2, 0.0], [-0.4, 0.5, -0.2], [0.2, -0.2, 0.1], [0.0, -0.1, 0.2], [-0.3, 0.1, 0.0], [0.0, 0.1, 0.0], [0.2, -0.1, -0.3], [0.0, 0.1, 0.0], [0.1, -0.2, -0.1], [-1.2, -0.1, 0.2], [0.0, 0.0, -0.2]], "charge": 0, "mol_weight_g_mol": 98.10, "homo_energy_ev": -9.9428, "lumo_ev": 0.597, "e_tot_ev": -9374.3356, "smiles": "O=CCC#CCO", "homo_lumo_gap_ev": 10.5399, "relative_energy_kj_mol": 266.3}

=====

[3]
{"formula": "C18H41CeN2P3SSe", "method": "ωB97M-V/def2-TZVPD", "species": ["Ce", "Se", "S", "P", "P", "P", "N", "N", "C", "C", "C", "C", "C", "C", "C", "C", "C", "C", "C", "C", "C", "C", "C", "C", "C", "C", "H", "H", "H", "H", "H", "H", "H", "H", "H", "H", "H", "H", "H", "H", "H", "H", "H", "H", "H", "H", "H", "H", "H", "H", "H", "H", "H", "H", "H", "H", "H", "H", "H", "H", "H", "H", "H", "H", "H", "H", "H"], "xyz": [[0.2568, -0.4768, -0.2882], [-0.0651, 1.3731, -2.1607], [-0.1265, -2.4028, 1.5875], [-2.5875, -1.1502, -0.9387], [2.2510, 0.5068, 1.7476], [1.7110, -2.5750, -1.4381], [0.0801, -2.8049, 4.2041], [-2.0368, -3.0321, 3.3602], [3.7358, 1.2682, 0.9653], [0.1134, 5.0705, -4.1502], [-0.3377, 4.1984, -1.5651], [-4.0120, -0.1985, -0.2927], [0.5254, -3.9651, -1.7567], [-3.1666, -2.8549, -0.5929], [2.4736, -2.0685, -3.0357], [-2.2364, 1.8701, 2.7794], [-0.0268, 3.2363, -2.5482], [-0.7421, -2.7568, 3.1491], [-0.3554, 5.9969, -3.2155], [1.9709, 1.7975, 3.0268], [3.0443, -3.1643, -0.2998], [0.2636, 3.7137, -3.8506], [-0.5056, 5.5374, -1.9128], [2.9752, -0.7486, 2.8983], [-2.0081, 2.9983, 2.0464], [-2.8055, -0.9148, -2.7542], [-2.3886, -1.7601, -3.3230], [1.6825, -1.6891, -3.7009], [-0.5154, 7.0476, -3.4432], [-3.9613, -3.1272, -1.3015], [0.1190, -4.3392, -0.8017], [3.0442, -2.8512, -3.5679], [0.3598, 5.4937, -5.1180], [-4.4988, -0.7614, 0.5164], [-2.2722, 0.0018, -3.0637], [2.8038, 2.5173, 3.0143], [2.8235, -1.7750, 2.5306], [-3.5723, -2.9032, 0.4276], [1.9136, 1.3439, 4.0279], [-3.0437, 1.1782, 2.5248], [3.3802, 1.9318, 0.1654], [-1.0549, 3.5043, 2.1168], [-0.3471, -3.5783, -2.3157], [2.5960, -3.5762, 0.6203], [-2.6356, 3.2191, 1.1962], [4.0516, -0.5593, 3.0382], [1.0716, -2.6895, 4.0534], [-0.5010, 3.8832, -0.5364], [0.5080, 1.4361, -0.1377], [4.3041, 1.8742, 1.6895], [3.6304, -2.2860, 0.0299], [-2.6445, -3.0676, 2.5642], [-4.7380, -0.0176, -1.0996], [0.9455, -4.8232, -2.3145], [1.0300, 2.3228, 2.8208], [-1.4709, 1.5001, 3.4657], [3.7360, -3.9204, -0.7191], [-0.2271, -3.0072, 5.1458], [0.5475, 3.0191, -4.6464], [2.4815, -0.6590, 3.8795], [-2.4106, -3.2446, 4.2822], [3.1320, -1.2061, -2.8469], [-0.7781, 6.2297, -1.1285], [-3.8772, -0.8063, -2.9853], [-3.6642, 0.7655, 0.1072], [-2.3478, -3.5857, -0.6575], [4.4000, 0.5113, 0.5262]], "forces_ev_per_a": [[-1.0, -2.3, 1.5], [0.7, 2.1, 0.9], [-0.1, -0.4, 0.0], [-0.8, -0.1, -0.3], [1.2, 0.8, 1.3], [0.8, -1.4, -0.7], [0.0, 0.2, -0.8], [0.9, 0.4, -0.3], [0.0, -0.2, -0.6], [-0.1, 0.4, -0.1], [-0.6, -0.3, 0.0], [0.1, 0.5, 0.3], [-0.2, 0.0, 0.0], [0.3, -0.3, -0.1], [0.0, 0.1, -0.1], [1.0, 0.8, -1.6], [0.1, 1.2, -0.4], [-0.6, -0.4, 1.8], [0.6, -0.9, 0.4], [-0.8, 0.5, 0.0], [0.1, 0.1, 0.2], [-0.1, -0.4, -0.2], [-0.2, -0.3, 0.7], [-0.1, -0.7, -0.2], [0.2, -2.6, 0.4], [0.2, -0.1, -0.1], [-0.2, 0.2, 0.1], [0.1, -0.3, 0.2], [0.1, -0.3, -0.1], [0.2, 0.0, 0.2], [0.4, 0.2, -0.2], [-0.3, 0.2, 0.4], [0.0, -0.6, -0.2], [0.1, 0.2, -0.2], [-0.4, -0.4, 0.0], [-0.4, -0.3, 0.0], [0.3, 0.3, 0.1], [0.1, 0.1, -0.3], [-0.1, 0.2, -0.4], [-0.1, 0.5, 0.4], [0.2, -0.1, 0.1], [-0.2, 0.5, 0.4], [0.5, -0.1, 0.0], [0.0, 0.1, -0.5], [-0.3, 0.4, 0.2], [-0.4, -0.1, -0.1], [-0.1, 0.0, 0.1], [0.0, 0.1, -0.1], [0.2, 1.8, -1.6], [-0.2, -0.4, -0.2], [-0.1, -0.3, -0.3], [-0.2, 0.0, 0.0], [0.2, -0.1, 0.4], [0.0, 0.5, 0.2], [0.3, 0.1, 0.2], [-0.4, 0.3, 0.2], [-0.5, 0.4, 0.0], [-0.1, -0.1, -0.1], [0.0, 0.3, 0.3], [0.2, 0.0, -0.4], [0.1, 0.0, -0.3], [0.0, -0.3, 0.0], [0.0, 0.0, 0.1], [0.4, -0.1, 0.0], [-0.3, -0.2, -0.1], [-0.3, 0.2, -0.1], [-0.2, 0.2, 0.0]], "charge": 3, "mol_weight_g_mol": 629.61, "homo_energy_ev": [-16.9285, -16.8039], "lumo_ev": [-11.060, -11.451], "e_tot_ev": -139261.0765, "homo_lumo_gap_ev": [5.8687, 5.3532], "multiplicity": 2}